{
  "formula": "C2H7N3S",
  "method": "wB97M-V/def2-TZVPD",
  "fmax_ha_per_bohr": 0.047,
  "e_above_lowest_kcal_mol": 41.8,
  "smiles": "CN(S)/C=N/N",
  "energy_ev": -17491.0978,
  "total_charge": 0,
  "species": ["C", "N", "S", "C", "N", "N", "H", "H", "H", "H", "H", "H", "H"],
  "xyz": [[0.6928, 1.7297, 0.0046], [0.5710, 0.2829, -0.1147], [1.9656, -0.7235, -0.0124], [-0.6735, -0.3455, -0.1784], [-1.7692, 0.2770, 0.0822], [-2.9016, -0.4797, 0.1664], [-0.2884, 2.1643, 0.1574], [1.2456, 2.0780, -0.9305], [1.2939, 2.0260, 0.8342], [2.0214, -1.0057, 1.3343], [-0.5761, -1.3456, -0.5583], [-2.8719, -1.2985, -0.4369], [-3.6921, 0.0902, -0.0969]]
}